(1)
Density functional theory data (ωB97M-V/def2-TZVPD) for one molecule with the formula CH2OS in a non-equilibrium geometry.

```
5
Properties=species:S:1:pos:R:3:forces:R:3
C -0.490989 -0.158787 -0.011766 -2.87 -2.45 0.17
O 1.608655 0.833567 -0.003695 3.10 1.20 0.01
S 1.072884 -0.513506 0.003564 -2.43 1.30 -0.05
H -0.962949 0.866570 -0.003376 1.18 -1.19 -0.05
H -1.227600 -1.027846 0.015275 1.02 1.14 -0.09
```
Forces are in eV/Å.

Its energy above the lowest of the compared OMol25 structures with the same formula, charge and spin is 37.2 kcal/mol. The LUMO energy is -0.011 Ha. As for the net charge: 0. The calculation puts the HOMO energy at -9.64 eV. For the HOMO-LUMO gap, the calculation gives 9.4 eV.

***

(2)
Density functional theory data (ωB97M-V/def2-TZVPD) for C22H44CrF2O23PSV as an isolated structure in a non-equilibrium geometry.

```
95
Properties=species:S:1:pos:R:3:forces:R:3
O 1.599109 -4.884840 0.479469 0.24 -1.11 0.48
V 1.655469 -3.629620 1.426979 0.28 0.97 -1.34
Cr 3.134299 0.838440 0.155239 0.04 -1.79 1.06
O 2.666359 -0.493720 4.313309 -0.21 -0.10 0.19
C 2.313319 -0.677880 3.051699 0.21 -0.09 -4.54
O 2.656629 0.170730 2.180319 0.05 0.90 0.37
O 1.709929 -1.760090 2.757169 0.24 0.49 1.01
H 2.359239 -1.378540 4.523949 0.08 -0.62 1.83
O 4.892179 -2.471470 -1.384021 1.79 -1.06 -1.89
C 4.231739 -2.084860 -0.358501 -5.23 -0.88 3.65
O 4.390259 -0.894860 -0.006311 0.84 3.71 0.25
O 3.379319 -2.811460 0.201969 1.02 -0.43 -0.42
H 5.431169 -1.681350 -1.466471 0.79 0.11 -0.98
O 0.394169 -2.507760 0.196429 -0.74 4.51 -2.75
P 0.293199 -1.137690 -0.550221 2.55 -2.77 2.68
O 1.555199 -0.224710 -0.662681 -4.47 -2.12 -0.69
F -0.887311 -0.388470 0.260199 0.96 -0.03 -1.51
F -0.371741 -1.427970 -1.991331 0.65 1.15 1.85
C -4.743841 1.138520 -0.052761 -0.69 0.01 1.54
C -3.431911 1.444680 -0.728901 0.06 -0.59 -0.68
C -3.931121 1.886620 -2.119261 -0.11 1.61 0.14
O -5.344341 1.678980 -2.132611 0.62 -1.07 -2.56
C -5.801331 1.873640 -0.855031 -0.32 0.15 0.63
H -4.688431 1.427200 0.996859 -0.28 -0.18 0.12
H -4.973111 0.075910 -0.132741 0.01 -0.01 0.16
H -2.840411 0.530010 -0.769221 0.14 0.20 -0.12
H -2.869741 2.186080 -0.161111 0.04 0.20 -0.34
H -3.401791 1.530050 -3.002871 -0.49 -0.82 0.10
H -3.859781 2.968010 -2.235941 0.52 0.47 0.29
H -6.819651 1.491210 -0.785221 0.12 -0.35 0.10
H -5.904291 2.946560 -0.692781 0.37 0.39 0.61
C -0.259511 2.622120 3.114449 0.70 -0.26 -2.30
C 0.314749 2.221510 4.468999 1.54 1.90 -0.62
C -0.504501 1.076640 4.910459 -0.10 -0.30 0.08
O -1.712371 1.371990 4.292909 -2.91 -0.94 1.38
C -1.538611 1.793040 2.976929 0.04 0.93 0.71
H 0.395629 2.421480 2.266729 0.40 -0.55 0.16
H -0.403521 3.691110 2.957549 -0.47 0.13 0.66
H 0.109649 3.090680 5.093969 0.14 -0.23 0.52
H 1.396719 2.102950 4.410869 -0.05 -0.29 0.16
H -0.630971 1.086700 5.993049 -0.20 -0.28 -0.05
H -0.191821 0.089290 4.570659 0.62 -0.15 0.02
H -2.389741 2.439070 2.761699 -0.15 -0.21 -0.30
H -1.544411 0.916050 2.329659 0.47 0.18 -0.45
O -0.328071 -3.907140 2.334329 -1.10 -0.05 1.17
S -1.639171 -3.771500 2.944469 1.81 1.56 0.91
O -2.676901 -4.633350 2.493279 0.17 0.04 0.83
O -1.419641 -3.860800 4.637109 -1.04 -0.89 -2.38
C -0.262021 -3.254850 5.144849 0.86 1.48 1.99
C -0.213181 -3.324160 6.703819 0.38 -0.98 -0.59
C -2.236421 -2.042160 2.936159 -0.42 -1.26 0.53
H -0.207211 -2.180990 4.966189 -0.41 0.15 -0.74
H 0.683209 -3.645020 4.767469 -0.28 -0.43 -0.26
H -1.104411 -3.116780 7.296109 -0.32 0.04 -0.62
H 0.541409 -2.621580 7.057469 0.16 -0.02 -0.16
H 0.127249 -4.330450 6.947929 -0.07 0.00 0.37
H -2.143771 -1.540740 1.972779 0.21 -0.26 0.17
H -1.823941 -1.521350 3.800289 0.40 0.11 -0.47
H -3.271311 -2.240540 3.214989 -0.21 0.31 -0.33
C 5.459519 3.357780 -2.021501 0.25 -0.61 1.03
O 4.732199 2.845340 -3.109411 -0.82 -0.79 -1.34
C 3.740499 1.960370 -2.987501 -0.03 0.01 1.25
O 3.418859 1.387060 -1.934451 0.53 0.88 -1.64
O 3.142289 1.857310 -4.170001 1.58 0.59 1.08
C 2.143649 0.893110 -4.423651 -0.53 0.11 -1.14
H 4.756779 3.581340 -1.218841 0.18 0.73 0.00
H 6.078949 4.159090 -2.424381 -0.55 0.24 0.26
H 6.155259 2.639720 -1.587411 -0.04 -0.40 -0.25
H 2.013229 0.986570 -5.501781 -0.05 -0.11 -0.03
H 1.210329 1.261630 -3.997961 0.03 -0.84 0.48
H 2.487609 -0.127440 -4.255501 -0.36 0.15 0.70
C 0.106769 3.089660 -1.867121 0.01 -1.22 -1.44
O 0.561109 4.084280 -0.964431 0.97 -0.48 1.14
C 1.535659 3.775950 -0.055191 -1.35 -1.85 -0.72
O 1.942099 2.674540 0.306669 -0.42 -0.11 -1.40
O 2.020479 4.779370 0.537689 1.78 2.51 2.31
C 1.562989 6.138020 0.430739 -1.27 -0.20 -1.75
H 0.799649 2.979940 -2.701381 0.44 0.21 0.15
H -0.817741 3.367480 -2.373281 -0.12 0.58 0.70
H -0.027291 2.075950 -1.489591 0.13 0.25 0.76
H 2.252689 6.930910 0.720109 0.56 -0.91 0.23
H 0.632439 6.266840 0.983529 0.06 -0.17 0.01
H 1.366569 6.193740 -0.639971 -0.29 0.92 0.11
C -0.444491 -2.735850 -4.451991 -1.68 1.14 1.69
O -0.362801 -3.748160 -5.386651 -1.06 -2.34 -2.36
C -1.540331 -4.072980 -6.068981 0.09 0.88 -0.44
O -2.492531 -3.298310 -6.164491 2.03 -2.45 0.02
O -1.371671 -5.342100 -6.661241 0.80 2.68 1.76
C -2.182291 -5.722430 -7.745851 -0.91 0.14 -0.61
H -1.072721 -1.912050 -4.790791 0.24 0.19 -0.31
H 0.497239 -2.355150 -4.056641 0.29 -0.53 -0.75
H -0.984841 -3.118800 -3.586261 0.09 -0.07 0.21
H -3.079881 -6.224390 -7.384631 -0.06 0.08 -0.03
H -1.640151 -6.408740 -8.396371 0.31 -0.06 0.42
H -2.460001 -4.882170 -8.382201 -0.11 0.19 0.25
```
Forces are in eV/Å.

Its multiplicity is 7. The LUMO energy (spin up / spin down) is -0.011 / -0.013 Ha. As for the net charge: 0. The calculation puts the HOMO energy (spin up / spin down) at -5.80 / -8.88 eV. The expectation value of S² is 12.034. For the HOMO-LUMO gap (spin up / spin down), the calculation gives 5.5 / 8.5 eV.

***

(3)
Density functional theory data (ωB97M-V/def2-TZVPD) for C19H25N3O4 as an isolated structure in a non-equilibrium geometry.

```
51
Properties=species:S:1:pos:R:3:forces:R:3
C 7.611974 0.141175 -1.122590 1.26 2.64 -5.45
C 6.788339 0.923315 -0.309913 -3.73 4.02 4.14
O 7.204605 1.927629 0.369798 -1.53 -3.41 -2.06
N 5.377015 0.569109 -0.364102 0.97 -0.13 1.85
C 4.739434 -0.678229 -1.196948 -2.65 4.60 15.00
H 5.385177 -1.102547 -1.617571 9.54 -6.27 -6.50
C 4.014752 -1.618930 0.134571 6.21 -0.05 -4.68
N 3.154348 -0.846178 0.765167 -2.92 2.84 4.37
C 1.805946 -0.588380 0.242195 2.45 0.10 4.06
H 1.430235 0.153410 0.887975 -0.35 1.88 0.32
C 0.914517 -1.663397 0.506951 -0.11 -7.64 -1.25
N -0.417021 -1.509813 -0.187303 9.21 -0.54 -2.10
C -1.340408 -1.774784 0.524423 -8.93 4.13 7.15
C -2.641442 -1.218793 0.116843 -2.44 -3.13 -0.87
C -2.798423 -0.996508 -1.376159 -9.45 -1.01 14.58
O -1.829611 -0.985502 -1.936798 11.25 0.15 -11.17
H -0.902868 -1.362227 -1.458285 -0.15 0.55 1.36
C -4.144107 -0.694302 -1.787579 1.61 0.51 -7.11
C -4.985269 0.009105 -0.893232 -3.93 -0.96 4.25
C -4.720846 1.311381 -0.234911 2.16 -1.06 -2.62
C -5.501623 2.343897 -0.123446 1.31 4.17 3.46
C -4.675394 3.450504 0.555272 4.67 -10.91 -4.46
C -3.323079 2.922088 0.365878 -5.02 0.17 0.80
O -3.450447 1.594575 0.030718 2.15 1.03 -0.38
H -2.344335 3.366233 0.284604 0.03 -0.21 0.55
H -4.722549 4.365721 0.718351 -1.57 8.08 1.51
H -6.510797 2.237843 -0.099708 -2.87 0.22 -0.40
C -5.125315 -0.922174 0.310863 -2.02 -5.14 1.01
C -3.888035 -1.366209 1.096583 3.96 2.01 -4.96
O -3.674099 -1.598909 2.244263 -1.29 -0.54 1.58
H -5.838909 -0.617023 1.061275 -0.59 0.29 -0.05
H -5.562525 -2.074383 -0.143452 1.06 3.16 1.37
H -6.053136 0.033041 -1.257602 1.20 0.29 -0.04
H -3.960823 -0.049039 -2.694814 -0.30 -0.26 0.32
H -4.551454 -1.615350 -2.316140 -0.09 0.88 1.17
H -1.299974 -1.600152 1.747542 0.33 -1.76 -2.69
H 1.449836 -2.687432 -0.235342 -1.44 2.51 2.60
H 0.913413 -2.115682 1.817062 -0.32 1.71 -4.35
H 1.856274 -0.280143 -0.707143 -0.35 1.16 -3.87
C 3.693879 0.390427 1.636632 8.19 -7.98 -9.14
C 4.470190 1.198746 0.706304 -3.48 5.16 -4.13
H 4.796038 2.136659 1.305229 0.56 -1.64 -1.69
H 3.488911 1.678861 -0.022600 2.76 -0.72 1.62
H 3.038638 0.607693 2.225484 -7.42 3.55 6.30
H 4.519592 -0.070054 2.085086 0.88 -1.27 2.09
H 3.753536 -2.360853 -0.577864 -1.68 -1.28 0.32
H 4.995161 -2.036411 0.606845 -2.00 0.95 0.09
H 4.054170 -0.250388 -1.654451 -6.32 3.47 -4.74
H 8.585947 0.651405 -1.209418 -0.22 -0.77 0.24
H 7.119504 0.282289 -2.197280 1.11 -0.47 1.82
H 7.614073 -0.857052 -0.960209 0.29 -3.08 0.77
```
Forces are in eV/Å.

Its energy above the lowest of the compared OMol25 structures with the same formula, charge and spin is 450.7 kcal/mol. The LUMO energy is 0.017 Ha. As for the net charge: 0. The calculation puts the HOMO energy at -7.72 eV. For the HOMO-LUMO gap, the calculation gives 8.2 eV.

***

(4)
Density functional theory data (ωB97M-V/def2-TZVPD) for a 2-piece molecular cluster, C4H9NO overall in a non-equilibrium geometry.

```
15
Properties=species:S:1:pos:R:3:forces:R:3
C 1.284269 -1.719920 -1.772274 -0.80 0.60 2.02
N 0.733611 -0.586871 -1.507920 2.02 0.10 -2.01
C 1.116668 0.026131 -0.326068 -0.43 0.93 1.50
C 0.414748 1.139381 0.033859 0.17 -1.85 -1.89
C -0.178564 1.586327 1.311671 0.84 1.83 0.28
H 1.611482 -2.238377 -0.857200 0.86 -0.39 -0.72
H 1.315047 -2.206537 -2.736259 -0.57 0.05 -0.10
H 2.028785 -0.284657 0.195894 -0.56 -0.79 0.35
H 0.018932 1.449850 -0.936145 -1.12 0.59 0.67
H 0.065059 2.624230 1.617899 -0.10 -0.20 -0.53
H -1.242576 1.592992 1.082885 -0.19 -0.20 0.54
H 0.097220 1.035781 2.200059 -0.15 -0.71 -0.09
O -2.683405 -0.820908 0.387071 -1.24 -0.37 -1.59
H -2.741188 -0.478577 1.264009 0.93 0.05 0.73
H -1.840087 -1.118844 0.042519 0.34 0.35 0.84
```
Forces are in eV/Å.

Its energy above the lowest of the compared OMol25 structures with the same formula, charge and spin is 83.4 kcal/mol. The LUMO energy is 0.013 Ha. As for the net charge: 0. The calculation puts the HOMO energy at -8.41 eV. For the HOMO-LUMO gap, the calculation gives 8.8 eV. The SMILES is C=N/C=C/C.O.

***

Number 1: energy -13950.0591 eV. Number 2: energy -150291.3940 eV. Number 3: energy -32752.0483 eV. Number 4: energy -7828.7015 eV.